1.
74
Properties=species:S:1:pos:R:3:lowdin_charge:R:1 method="wB97M-V/def2-TZVPD" relative_energy_kj_mol=282.8 charge=0 largest_force_ha_per_bohr=0.0606 smiles=COC[C@H](C)N.COC[C@H](C)N.COC[C@H](C)N.COC[C@H](C)N.CO orbital_gap_ev=9.893 homo_ev=-9.19
C -8.77618 -10.72734 -9.36235 -0.06
C -8.64096 -10.46238 -7.87216 -0.45
C -7.23387 -9.91947 -7.57786 -0.23
O -6.20849 -10.74836 -8.05802 -0.18
C -4.93320 -10.16516 -8.05007 -0.10
N -9.73214 -9.63112 -7.38028 0.05
H -8.01755 -11.45391 -9.65334 0.07
H -8.64391 -9.81969 -9.95122 0.07
H -9.73686 -11.20001 -9.56676 0.08
H -8.74342 -11.42517 -7.37153 0.14
H -7.20099 -9.80783 -6.49409 0.12
H -7.17733 -8.87490 -7.88408 0.13
H -4.20997 -10.95751 -8.24299 0.06
H -4.76421 -9.83000 -7.02673 0.09
H -4.78621 -9.34970 -8.75824 0.09
H -9.81187 -8.85344 -8.01977 0.07
H -9.32352 -9.18948 -6.56906 0.06
C -6.26906 -9.96797 -11.75895 -0.07
C -5.15234 -9.71663 -12.78818 -0.42
C -4.94200 -11.04279 -13.63956 -0.15
O -3.89070 -10.89842 -14.68459 -0.24
C -3.05762 -12.09171 -14.97178 -0.06
N -5.53135 -8.64515 -13.65768 0.03
H -6.07986 -10.94215 -11.30809 0.05
H -7.21710 -10.08042 -12.28495 0.08
H -6.37805 -9.33456 -10.87860 0.07
H -4.19140 -9.49583 -12.32350 0.13
H -5.83859 -11.26127 -14.21963 0.11
H -4.67765 -11.92225 -13.05239 0.09
H -2.37516 -11.77529 -15.76060 0.08
H -3.60016 -12.99805 -15.24065 0.08
H -2.45264 -12.13979 -14.06635 0.07
H -6.39773 -8.88663 -14.11721 0.07
H -4.83738 -8.71938 -14.38775 0.06
C -4.03860 -14.41445 -10.87699 -0.06
C -3.00588 -13.33043 -10.51806 -0.43
C -2.78666 -13.20721 -9.03381 -0.21
O -2.16290 -14.31442 -8.36958 -0.16
C -1.94744 -13.97366 -7.03738 -0.14
N -1.83192 -13.81134 -11.18521 0.03
H -3.84329 -15.44045 -10.56509 0.09
H -4.05180 -14.35734 -11.96542 0.07
H -5.04205 -14.31186 -10.46388 0.06
H -3.16857 -12.36666 -11.00055 0.13
H -3.83420 -13.17639 -8.73414 0.11
H -2.33229 -12.29998 -8.63558 0.12
H -2.82095 -13.48290 -6.60816 0.08
H -1.14908 -13.23750 -6.94360 0.09
H -1.70037 -14.71303 -6.27554 0.09
H -1.18416 -13.03789 -11.23300 0.07
H -1.40636 -14.33033 -10.43046 0.06
C -9.84506 -15.20366 -15.10683 -0.05
C -9.82117 -16.30410 -13.98029 -0.41
C -8.43679 -16.92408 -13.75081 -0.19
O -8.22886 -18.16719 -14.43974 -0.20
C -7.76974 -18.08375 -15.85331 -0.05
N -10.40693 -15.64607 -12.82431 0.03
H -9.55555 -14.21216 -14.75868 0.07
H -10.89336 -15.09989 -15.38683 0.07
H -9.37583 -15.47074 -16.05372 0.06
H -10.42825 -17.13024 -14.35048 0.14
H -8.46290 -17.01396 -12.66483 0.12
H -7.53808 -16.33771 -13.94209 0.11
H -8.49615 -17.54361 -16.46050 0.07
H -7.53374 -19.02021 -16.35874 0.08
H -6.83685 -17.52144 -15.81296 0.08
H -10.64313 -16.35755 -12.14747 0.10
H -11.25716 -15.28636 -13.23397 0.09
C -7.41136 -13.45957 -12.31535 -0.20
O -8.52423 -13.90058 -11.62071 -0.11
H -7.55631 -12.62584 -13.00236 0.07
H -6.66221 -13.17477 -11.57659 0.05
H -6.95502 -14.24444 -12.91853 0.07
H -9.08503 -14.38548 -12.23061 0.01


2.
6
Properties=species:S:1:pos:R:3:lowdin_charge:R:1 method="wB97M-V/def2-TZVPD" relative_energy_kj_mol=45.2 charge=0 largest_force_ha_per_bohr=0.0433 smiles="O=C(F)F.F" orbital_gap_ev=13.480 homo_ev=-12.99
C 0.61284 -0.63695 -0.63680 -0.58
O 0.96864 -1.68993 -0.96972 0.23
F -1.20153 1.37236 0.73691 -0.04
F -0.20368 0.18646 -1.22388 0.19
F 0.79088 -0.16677 0.60143 0.13
H -0.96716 0.93484 1.49206 0.06


3.
49
Properties=species:S:1:pos:R:3:lowdin_charge:R:1 method="wB97M-V/def2-TZVPD" relative_energy_kj_mol=60.1 charge=0 largest_force_ha_per_bohr=0.0292 smiles="COc1ccc(N2CCN(C(=O)c3nc4nc(C)cc(C)n4n3)CC2)cc1" orbital_gap_ev=7.297 homo_ev=-7.05
C 2.76307 -0.48711 4.46252 -0.10
O 2.88817 -1.40473 3.40820 -0.10
C 2.80265 -0.92911 2.12447 -0.28
C 2.59036 0.39681 1.77311 -0.02
C 2.52593 0.76335 0.44154 -0.02
C 2.64876 -0.17277 -0.58534 -0.23
C 2.87626 -1.50112 -0.21748 -0.02
C 2.95265 -1.86860 1.10862 0.00
H 3.11766 -2.89908 1.38071 0.12
H 2.98173 -2.27484 -0.95938 0.10
N 2.62204 0.25738 -1.91457 -0.10
C 1.61556 1.22160 -2.31378 -0.14
H 1.16541 1.66502 -1.42884 0.09
C 0.49571 0.52583 -3.12768 -0.13
N 0.48890 -0.87975 -2.80935 -0.04
C -0.22246 -1.47281 -1.82323 -0.40
O -0.09003 -2.64948 -1.53915 0.07
C -1.20278 -0.63397 -1.08590 -0.23
N -2.33780 -1.15223 -0.63935 0.19
N -2.87957 -0.16767 0.06557 0.00
C -4.04430 -0.15720 0.74386 -0.22
C -4.34793 1.01421 1.38759 0.03
C -3.46399 2.11605 1.31510 -0.32
N -2.33489 2.07464 0.64802 0.19
C -2.03269 0.94694 0.02809 -0.31
N -0.98152 0.63968 -0.70570 0.20
C -3.79799 3.39246 2.01261 -0.03
H -3.00771 4.11629 1.84113 0.08
H -3.90525 3.21844 3.08189 0.08
H -4.74103 3.78863 1.63984 0.08
H -5.26236 1.09692 1.95211 0.12
C -4.86511 -1.39451 0.72505 -0.01
H -5.74038 -1.29164 1.35911 0.08
H -5.17482 -1.61227 -0.29661 0.09
H -4.25888 -2.23616 1.05725 0.09
C 1.66746 -1.55389 -3.31323 -0.11
C 2.90163 -0.67477 -2.98014 -0.14
H 3.76027 -1.29090 -2.71408 0.12
H 3.17628 -0.07724 -3.85629 0.12
H 1.57546 -1.69980 -4.39491 0.12
H 1.71179 -2.52995 -2.82814 0.11
H 0.67980 0.61238 -4.20385 0.12
H -0.46710 0.97599 -2.89730 0.11
H 2.08333 2.00756 -2.91895 0.12
H 2.38808 1.80752 0.20768 0.11
H 2.47995 1.16396 2.52385 0.10
H 3.55163 0.27314 4.43283 0.09
H 1.78530 0.00753 4.45555 0.09
H 2.86273 -1.07071 5.37697 0.09


4.
47
Properties=species:S:1:pos:R:3:lowdin_charge:R:1 method="wB97M-V/def2-TZVPD" relative_energy_kj_mol=0.0 charge=0 largest_force_ha_per_bohr=0.0147 smiles=COC[C@H](C)N.COCCNCCOC.CO orbital_gap_ev=9.493 homo_ev=-8.74
C 20.46864 -15.86621 -6.26017 -0.10
O 20.92101 -17.16045 -5.89425 -0.19
C 22.23987 -17.43687 -6.31255 -0.23
C 23.25946 -16.85031 -5.35136 -0.23
N 23.03247 -17.37026 -4.01150 -0.05
C 23.89279 -16.76773 -2.99926 -0.21
C 23.62768 -15.29944 -2.72771 -0.25
O 22.25919 -15.16275 -2.42368 -0.19
C 21.87794 -13.81314 -2.24924 -0.10
H 21.03531 -15.08065 -5.75369 0.08
H 19.42857 -15.79064 -5.94138 0.09
H 20.48464 -15.74061 -7.34739 0.09
H 22.41020 -17.05844 -7.32893 0.12
H 22.31853 -18.52501 -6.35266 0.12
H 23.16819 -15.75087 -5.42245 0.10
H 24.27210 -17.09925 -5.67999 0.12
H 22.07745 -17.13040 -3.76065 0.10
H 24.94910 -16.91311 -3.23525 0.12
H 23.71018 -17.30625 -2.06307 0.12
H 23.89958 -14.64987 -3.57132 0.11
H 24.24804 -14.98924 -1.87033 0.12
H 22.17605 -13.21196 -3.11600 0.09
H 22.34214 -13.40976 -1.34453 0.07
H 20.79467 -13.78542 -2.15759 0.09
C 20.28304 -12.66930 1.00429 -0.19
O 20.25724 -12.90117 2.39662 -0.14
H 20.84783 -11.76302 0.75648 0.07
H 20.73080 -13.52001 0.47575 0.06
H 19.25423 -12.57682 0.66128 0.08
H 21.16466 -13.09356 2.68416 0.01
C 23.80246 -13.70882 1.31926 -0.06
C 23.94161 -13.63049 2.82377 -0.43
C 24.22322 -12.22452 3.28912 -0.23
O 25.44310 -11.81980 2.70544 -0.18
C 25.83258 -10.53088 3.11200 -0.11
N 22.71894 -14.11066 3.49373 0.04
H 23.26068 -12.85182 0.91345 0.07
H 23.27449 -14.61997 1.02542 0.08
H 24.78499 -13.74337 0.84943 0.08
H 24.81169 -14.23149 3.12796 0.14
H 24.28742 -12.17027 4.38385 0.13
H 23.41316 -11.55266 2.95611 0.14
H 26.89466 -10.41507 2.88968 0.09
H 25.70230 -10.39119 4.18970 0.09
H 25.28682 -9.76370 2.55080 0.09
H 22.73030 -13.86249 4.47767 0.08
H 22.67110 -15.12181 3.46731 0.09